1.
The following is a quantum chemistry calculation of a cluster of 2 separate species, C10H13O3 in total in a non-equilibrium geometry, from the OMol25 dataset.

Positions of all 26 atoms, in Å:
C: 2.0308 -0.3328 -1.3915
C: 3.3454 -1.0069 -0.9835
C: 1.6839 -0.1167 -2.9456
O: 2.6815 -0.1520 -3.6972
O: 0.5466 0.3339 -3.1221
H: 1.1668 -0.7881 -0.9060
H: 1.9798 0.6738 -0.9466
H: 3.5900 -0.8639 0.0673
H: 4.1609 -0.5004 -1.5203
H: 3.3244 -2.0194 -1.3780
C: -1.5514 2.7607 1.2342
C: -0.3626 -0.8598 0.9432
C: -0.4016 0.5146 1.1245
C: -1.6300 -1.4692 0.9225
C: -1.5757 1.2596 1.1942
C: -2.8154 -0.8089 1.1099
C: -2.7816 0.5865 1.2468
O: -1.7008 -2.8464 0.7680
H: 0.4898 -1.3963 0.5696
H: 0.4839 1.1183 0.9332
H: -0.8075 -3.1835 0.6454
H: -3.6695 -1.4747 1.0375
H: -1.5749 3.0715 2.2906
H: -2.3307 3.2181 0.6269
H: -3.6942 1.1625 1.2771
H: -0.5880 3.1195 0.8998

**Molecular weight**: 181.2 g/mol
**ΔE to the lowest compared entry with this formula, charge and spin**: 1.519 eV
**Charge**: -1
**Kohn-Sham gap**: 0.2589 Eh
**LUMO level**: 0.11424 hartree
**Largest force on an atom**: 2.66 eV/A

***

2.
The following is a quantum chemistry calculation of a cluster of 2 separate species, C10H13O3 in total in a non-equilibrium geometry, from the OMol25 dataset.

Positions of all 26 atoms, in Å:
C: -1.9423 -2.0388 0.0137
C: -2.2150 -2.3124 -1.4564
C: -3.3565 -1.3926 0.4704
O: -4.0695 -1.2939 -0.5468
O: -3.5370 -1.1351 1.6522
H: -1.6918 -3.0169 0.5918
H: -1.0797 -1.2672 0.2260
H: -1.3470 -2.7732 -1.9504
H: -2.4572 -1.3627 -2.0257
H: -3.0538 -3.0760 -1.6620
C: 1.2020 2.6965 -1.5715
C: 1.6733 -0.4095 0.4388
C: 1.4246 0.4534 -0.5724
C: 1.8101 0.2264 1.6724
C: 1.4615 1.8617 -0.4155
C: 1.8339 1.5826 1.8805
C: 1.8091 2.4191 0.7991
O: 1.8837 -0.4474 2.8805
H: 1.5897 -1.5082 0.4665
H: 1.1421 -0.0113 -1.4937
H: 1.7599 -1.4465 2.7028
H: 1.9497 1.9038 2.9295
H: 0.9813 3.7415 -1.3397
H: 0.2397 2.4126 -2.1038
H: 1.9840 3.5012 0.7169
H: 2.0051 2.6930 -2.3033

**Molecular weight**: 181.2 g/mol
**ΔE to the lowest compared entry with this formula, charge and spin**: 2.385 eV
**Charge**: -1
**Kohn-Sham gap**: 0.2488 Eh
**LUMO level**: 0.11023 hartree
**Largest force on an atom**: 3.15 eV/A

***

3.
The following is a quantum chemistry calculation of a cluster of 2 separate species, C10H13O3 in total in a non-equilibrium geometry, from the OMol25 dataset.

Positions of all 26 atoms, in Å:
C: -0.7106 2.8173 -1.8148
C: -0.0090 2.8275 -0.4176
C: -2.2602 2.5109 -1.7473
O: -2.8216 3.1804 -0.8335
O: -2.7901 1.7493 -2.5755
H: -0.7129 3.8582 -2.1411
H: -0.2320 2.1192 -2.5055
H: -0.2837 1.9186 0.1197
H: -0.6039 3.5840 0.0967
H: 1.0333 3.0804 -0.5788
C: 1.5956 -0.3024 2.5081
C: -0.3553 -1.0626 1.1819
C: 1.0007 -1.3067 1.5530
C: -0.8883 -1.8580 0.1156
C: -0.1196 -2.7919 -0.5240
C: 1.7766 -2.2768 0.9660
C: 1.1314 -3.1754 0.0409
O: -0.5258 -3.5446 -1.6159
H: -0.8499 -0.1942 1.5887
H: -1.8946 -1.5860 -0.2011
H: 1.0482 -0.3471 3.4521
H: 1.4754 0.6830 2.0411
H: 2.8459 -2.2502 1.1267
H: -1.0742 -3.0453 -2.2484
H: 1.5685 -4.1099 -0.3028
H: 2.6562 -0.4777 2.7161

**Molecular weight**: 181.2 g/mol
**ΔE to the lowest compared entry with this formula, charge and spin**: 0.470 eV
**Multiplicity**: 2
**Charge**: -2
**Kohn-Sham gap (alpha / beta)**: 0.1101 / 0.2437 Eh
**LUMO level (alpha / beta)**: 0.21875 / 0.21657 hartree
**Largest force on an atom**: 2.45 eV/A

***

4.
The following is a quantum chemistry calculation of a structure of composition C10H14BBrIrN6 in a non-equilibrium geometry, from the OMol25 dataset.

Positions of all 33 atoms, in Å:
C: 2.9745 -0.6477 1.3093
N: 1.6327 -0.6772 0.9828
N: 1.4359 0.0189 -0.2304
C: 2.6647 0.1646 -0.7501
C: 3.6332 -0.1392 0.1936
B: 0.1727 0.3106 -1.2233
N: -0.6247 -0.9673 -0.8661
N: -0.6293 -1.7408 0.3016
C: -1.4210 -2.8261 0.0694
C: -1.7649 -2.8401 -1.2871
C: -1.1642 -1.7199 -1.8435
Ir: 0.1922 -1.2488 2.1317
N: -0.5470 1.9736 -1.5926
N: -1.5685 2.4267 -0.7650
C: -1.5377 3.7478 -0.7707
C: -0.8661 4.1900 -1.9448
C: -0.2904 3.0345 -2.4583
H: -1.9403 4.3219 0.0606
H: 0.2428 2.9448 -3.3873
H: -0.8341 5.2012 -2.3206
H: 0.6375 0.1278 -2.3177
H: -1.1083 -1.3185 -2.8424
H: 2.7205 0.5431 -1.7509
H: -2.4152 -3.5176 -1.7983
H: 4.6673 0.0969 0.1294
H: -1.6599 -3.5455 0.8572
H: 3.3034 -0.9428 2.3177
H: -1.5873 -0.6684 2.3202
C: -1.4280 -1.4067 3.1865
H: -2.2144 -2.1737 3.0629
H: -0.3580 -2.0783 3.1711
H: -1.3730 -0.8700 4.1444
Br: 1.0552 0.2262 3.9107

**Molecular weight**: 501.2 g/mol
**ΔE to the lowest compared entry with this formula, charge and spin**: 1.964 eV
**Multiplicity**: 6
**Charge**: +4
**Kohn-Sham gap (alpha / beta)**: 0.2962 / 0.1477 Eh
**LUMO level (alpha / beta)**: -0.53453 / -0.67704 hartree
**Largest force on an atom**: 7.82 eV/A